Entry 1:
Entry from the OMol25 dataset: a structure of composition C44H38CsN6O3SSbSe8 (the ωB97M-V functional and the def2-TZVPD basis).

The value obtained for the energy above the lowest of the compared OMol25 structures with the same formula, charge and spin is 29.85 kJ/mol. As for the net charge: -2.

Positions of all 102 atoms, in Å:
Cs (-0.2052, 0.9069, -1.7872)
Se (3.2241, -3.3107, 3.1594)
Se (1.1518, -3.6234, 4.1477)
C (0.0156, -3.3739, 2.5985)
C (-1.0387, -4.2398, 2.3541)
C (-1.9071, -3.9216, 1.3158)
C (-1.7039, -2.7657, 0.5837)
C (-0.6102, -1.9775, 0.9168)
N (0.2392, -2.2750, 1.8968)
C (3.3720, -1.4047, 2.9221)
C (2.4070, -0.4684, 3.2626)
C (2.6287, 0.8390, 2.8690)
C (3.7806, 1.1563, 2.1592)
C (4.6938, 0.1479, 1.9148)
N (4.5004, -1.1204, 2.2943)
H (-1.1697, -5.1333, 2.9504)
H (-2.7406, -4.5738, 1.0841)
H (-2.3437, -2.4748, -0.2436)
H (-0.4001, -1.0635, 0.3733)
H (1.5023, -0.7701, 3.7695)
H (1.9080, 1.6185, 3.0767)
H (3.9319, 2.1628, 1.7911)
H (5.6123, 0.3408, 1.3704)
O (-6.6652, -2.2029, -1.4814)
C (-6.0032, -1.2072, -2.2735)
C (-5.3106, -0.2194, -1.3936)
C (-5.0141, 1.0461, -1.8712)
C (-4.2299, 1.8815, -1.0893)
N (-3.7463, 1.5424, 0.1011)
C (-4.0290, 0.3168, 0.5565)
C (-4.8102, -0.5839, -0.1476)
C (-3.3891, -0.0630, 1.8479)
C (-3.9088, -1.0773, 2.6530)
C (-3.2293, -1.4689, 3.7936)
C (-3.7442, -2.5683, 4.6801)
O (-4.5099, -2.0651, 5.7770)
C (-2.0604, -0.7947, 4.1273)
C (-1.6417, 0.2336, 3.2999)
N (-2.2695, 0.5864, 2.1863)
H (-6.8865, -2.9196, -2.0811)
H (-6.7058, -0.7027, -2.9409)
H (-5.2230, -1.6524, -2.9012)
H (-5.3047, 1.3454, -2.8718)
H (-3.9491, 2.8581, -1.4647)
H (-4.9890, -1.5868, 0.2130)
H (-4.8326, -1.5700, 2.3776)
H (-2.9006, -3.1620, 5.0507)
H (-4.4073, -3.2295, 4.1223)
H (-4.0834, -1.2569, 6.0795)
H (-1.4724, -1.0829, 4.9923)
H (-0.7345, 0.7862, 3.5297)
Se (3.8072, 5.1292, 0.4847)
Se (2.3597, 6.2590, 1.8956)
C (0.8430, 5.0687, 1.7334)
C (-0.3920, 5.6612, 1.5153)
C (-1.4740, 4.8325, 1.2782)
C (-1.2838, 3.4590, 1.2524)
C (-0.0056, 2.9826, 1.5050)
N (1.0483, 3.7654, 1.7561)
C (2.6605, 4.8505, -1.0465)
C (3.0764, 3.8753, -1.9457)
C (2.2453, 3.5808, -3.0095)
C (1.0324, 4.2463, -3.1334)
C (0.7227, 5.2008, -2.1790)
N (1.5265, 5.5124, -1.1523)
H (-0.4771, 6.7388, 1.4747)
H (-2.4536, 5.2490, 1.0775)
H (-2.1036, 2.7812, 1.0375)
H (0.1893, 1.9142, 1.4981)
H (4.0083, 3.3469, -1.7895)
H (2.5188, 2.8143, -3.7253)
H (0.3349, 3.9822, -3.9203)
H (-0.2208, 5.7329, -2.2213)
Se (-4.8318, -0.1582, -5.5819)
Sb (-2.5301, 0.0151, -4.7576)
Se (-2.1119, 2.3856, -4.0368)
Se (-2.2849, -1.4875, -2.7436)
Se (-0.7603, -0.5719, -6.3650)
O (2.2316, 0.4421, -0.7196)
S (2.7368, -0.9431, -0.4507)
C (4.4171, -0.9416, -1.0808)
C (4.8902, 0.2024, -1.6952)
C (6.2008, 0.2310, -2.1557)
C (7.0192, -0.8759, -1.9870)
C (6.5317, -2.0163, -1.3567)
C (5.2264, -2.0520, -0.8962)
C (2.0097, -2.0168, -1.6818)
C (1.5651, -3.2568, -1.2501)
C (0.9242, -4.0918, -2.1585)
C (0.7088, -3.6629, -3.4573)
C (1.1606, -2.4169, -3.8836)
C (1.8292, -1.5947, -2.9969)
H (4.2210, 1.0475, -1.7989)
H (6.5807, 1.1184, -2.6467)
H (8.0410, -0.8522, -2.3448)
H (7.1743, -2.8768, -1.2198)
H (4.8377, -2.9303, -0.3939)
H (1.6952, -3.5454, -0.2124)
H (0.5438, -5.0508, -1.8290)
H (0.1401, -4.2758, -4.1440)
H (0.9134, -2.0538, -4.8760)
H (2.1596, -0.6122, -3.3160)

=====

Entry 2:
Entry from the OMol25 dataset: a cluster of 3 separate species, C44H38N4O6S3 in total at a distorted geometry (the ωB97M-V functional and the def2-TZVPD basis).

The structure (SMILES) is CCN(CC)C(=S)SCCC[C@](C#N)(C[C@H]1CO1)[C@@](O)(C#N)N=C=S.O=C1c2ccccc2C(=O)c2ccccc21.O=C1c2ccccc2C(=O)c2ccccc21. The value obtained for the energy above the lowest of the compared OMol25 structures with the same formula, charge and spin is 0.00 kJ/mol. As for the net charge: 0.

Positions of all 95 atoms, in Å:
C (4.6999, 3.8800, 3.1644)
C (4.2593, 2.4267, 2.7087)
N (2.9405, 2.1004, 3.2773)
C (2.4119, 0.7737, 2.8331)
C (3.4607, -0.3777, 2.7805)
C (1.9488, 3.0446, 2.8343)
S (1.8984, 3.7438, 1.3603)
S (0.5889, 3.4749, 4.0058)
C (-0.7563, 2.3544, 3.4302)
C (-2.1833, 3.0065, 3.5956)
C (-3.1235, 2.1657, 2.6538)
C (-4.6601, 2.5007, 2.8968)
C (-4.7027, 4.0460, 2.9093)
N (-4.8057, 5.1715, 2.9482)
C (-4.9809, 2.0487, 4.3575)
C (-6.3899, 1.2539, 4.4527)
C (-7.0681, 1.3410, 5.8998)
O (-7.5411, 2.0835, 4.6123)
C (-5.5830, 2.0579, 1.7315)
O (-5.6868, 0.6557, 1.5402)
C (-6.9604, 2.7468, 1.6920)
N (-8.0657, 2.9853, 1.7396)
N (-4.9188, 2.5837, 0.4557)
C (-5.3998, 2.0289, -0.5144)
S (-6.0280, 1.7099, -1.9244)
H (4.1558, 4.1844, 4.0860)
H (4.5338, 4.5970, 2.3379)
H (5.7726, 3.8405, 3.4629)
H (5.0688, 1.7625, 3.0828)
H (4.3049, 2.3624, 1.5954)
H (1.6481, 0.4722, 3.5955)
H (1.8403, 0.9137, 1.8854)
H (3.0063, -1.3369, 3.1159)
H (3.7380, -0.5295, 1.7134)
H (4.3654, -0.2132, 3.3930)
H (-0.6981, 1.3398, 3.8754)
H (-0.6094, 2.2385, 2.3278)
H (-2.4930, 2.9747, 4.6577)
H (-2.0687, 4.0460, 3.2233)
H (-2.7908, 2.4013, 1.6270)
H (-3.0146, 1.0860, 2.9186)
H (-4.2961, 1.2476, 4.7202)
H (-5.0714, 2.8690, 5.0885)
H (-6.4905, 0.2805, 3.9002)
H (-6.9144, 2.2583, 6.4956)
H (-8.0823, 0.9252, 6.0394)
H (-4.9202, 0.2782, 2.0061)
C (0.3651, -5.7796, -1.0453)
C (0.3356, -4.5671, -0.3622)
C (1.4975, -3.8271, -0.2093)
C (2.6974, -4.3015, -0.7287)
C (2.7312, -5.5287, -1.3929)
C (1.5596, -6.2599, -1.5589)
C (4.0133, -6.0729, -1.9112)
O (4.0429, -7.1391, -2.4926)
C (5.2588, -5.2921, -1.6968)
C (6.4759, -5.8119, -2.1246)
C (7.6426, -5.0859, -1.9416)
C (7.5977, -3.8323, -1.3382)
C (6.3882, -3.3122, -0.9052)
C (5.2170, -4.0434, -1.0741)
C (3.9325, -3.4912, -0.5745)
O (3.8918, -2.3981, -0.0436)
H (-0.5455, -6.3525, -1.1719)
H (-0.5967, -4.1992, 0.0492)
H (1.4701, -2.8816, 0.3182)
H (1.5800, -7.2059, -2.0851)
H (6.5150, -6.7853, -2.5975)
H (8.5900, -5.4950, -2.2710)
H (8.5093, -3.2631, -1.2023)
H (6.3575, -2.3387, -0.4320)
C (0.1953, -0.2748, -8.1153)
C (-1.1263, 0.1025, -8.3355)
C (-1.8939, 0.5890, -7.2890)
C (-1.3472, 0.6897, -6.0141)
C (-0.0289, 0.2887, -5.7884)
C (0.7429, -0.1828, -6.8453)
C (0.5555, 0.3435, -4.4232)
O (1.7037, -0.0017, -4.2267)
C (-0.2943, 0.8205, -3.3015)
C (0.2172, 0.8249, -2.0076)
C (-0.5632, 1.2802, -0.9560)
C (-1.8556, 1.7417, -1.1936)
C (-2.3717, 1.7343, -2.4804)
C (-1.5970, 1.2654, -3.5358)
C (-2.1739, 1.2293, -4.9041)
O (-3.3031, 1.6284, -5.1107)
H (0.7966, -0.6464, -8.9362)
H (-1.5563, 0.0183, -9.3262)
H (-2.9201, 0.8865, -7.4648)
H (1.7697, -0.4822, -6.6764)
H (1.2231, 0.4699, -1.8191)
H (-0.1643, 1.2785, 0.0524)
H (-2.4619, 2.1041, -0.3728)
H (-3.3802, 2.0900, -2.6617)

=====

Question: The highest energy above the lowest of the compared OMol25 structures with the same formula, charge and spin belongs to which entry?
Answer: C44H38CsN6O3SSbSe8